{
  "formula": "C55H49AsBr2ILuN6O12P",
  "method": "ωB97M-V/def2-TZVPD",
  "elements": ["Lu", "O", "C", "O", "C", "C", "C", "C", "C", "C", "O", "N", "O", "O", "N", "O", "O", "H", "H", "Br", "C", "C", "C", "Br", "C", "C", "C", "C", "N", "C", "C", "O", "H", "H", "H", "H", "O", "H", "H", "O", "H", "H", "O", "H", "H", "I", "C", "C", "As", "C", "C", "C", "C", "C", "C", "C", "C", "C", "C", "C", "C", "P", "C", "C", "C", "C", "C", "C", "C", "C", "C", "C", "C", "C", "H", "H", "H", "H", "H", "H", "H", "H", "H", "H", "H", "H", "H", "H", "H", "H", "H", "H", "H", "H", "H", "H", "H", "H", "C", "C", "C", "C", "C", "N", "C", "O", "N", "C", "C", "C", "C", "N", "C", "C", "C", "H", "H", "H", "H", "H", "H", "H", "H", "H", "H", "H", "H", "H"],
  "coordinates": [[-0.014, -0.781, 0.908], [1.937, -4.146, 0.679], [0.829, -3.689, 0.402], [0.112, -2.938, 1.160], [0.246, -3.936, -0.951], [-0.034, -5.188, -1.396], [-0.571, -5.361, -2.674], [-0.756, -4.288, -3.499], [-0.434, -3.006, -3.072], [0.036, -2.747, -1.737], [0.325, -1.596, -1.239], [-0.565, -1.978, -4.096], [-1.023, -2.297, -5.188], [-0.267, -0.831, -3.823], [-0.911, -6.699, -3.144], [-1.361, -6.828, -4.273], [-0.725, -7.636, -2.383], [0.155, -6.053, -0.774], [-1.132, -4.432, -4.497], [3.410, 3.435, 1.180], [3.639, 1.742, 2.005], [4.894, 1.465, 2.578], [5.107, 0.283, 3.216], [6.826, -0.054, 3.959], [4.069, -0.674, 3.332], [4.185, -1.919, 3.988], [3.110, -2.757, 4.042], [1.906, -2.365, 3.436], [1.764, -1.222, 2.813], [2.821, -0.373, 2.746], [2.581, 0.848, 2.024], [1.414, 1.055, 1.468], [5.685, 2.199, 2.510], [5.129, -2.196, 4.434], [3.176, -3.725, 4.523], [1.041, -3.016, 3.449], [-1.361, 1.125, 1.958], [-2.178, 1.404, 1.543], [-0.921, 1.926, 2.321], [0.223, 3.098, 2.869], [0.838, 2.504, 2.383], [0.202, 3.907, 2.343], [2.673, -1.427, 0.196], [2.629, -1.480, -0.764], [2.725, -2.355, 0.486], [-2.827, -1.344, 0.342], [0.774, 1.722, -2.534], [2.099, 1.178, -1.984], [3.677, 2.077, -2.752], [4.927, 0.568, -2.864], [4.567, -0.776, -2.938], [5.537, -1.769, -3.011], [6.884, -1.430, -3.010], [7.256, -0.094, -2.935], [6.283, 0.893, -2.858], [3.075, 2.107, -4.622], [3.062, 3.335, -5.278], [2.579, 3.442, -6.579], [2.099, 2.317, -7.234], [2.108, 1.084, -6.588], [2.597, 0.982, -5.293], [-0.683, 1.329, -1.446], [-0.910, 2.976, -0.611], [0.132, 3.870, -0.390], [-0.093, 5.096, 0.239], [-1.363, 5.435, 0.677], [-2.413, 4.542, 0.480], [-2.187, 3.332, -0.159], [-2.046, 1.549, -2.674], [-2.988, 0.549, -2.884], [-3.995, 0.710, -3.831], [-4.064, 1.874, -4.583], [-3.123, 2.879, -4.384], [-2.124, 2.718, -3.435], [0.548, 1.244, -3.479], [0.820, 2.792, -2.731], [2.149, 0.110, -2.182], [2.162, 1.304, -0.901], [3.524, -1.073, -2.943], [5.238, -2.809, -3.063], [7.640, -2.205, -3.060], [8.307, 0.176, -2.925], [6.577, 1.933, -2.785], [3.429, 4.215, -4.764], [2.573, 4.405, -7.077], [1.711, 2.399, -8.243], [1.721, 0.204, -7.089], [2.589, 0.016, -4.800], [1.142, 3.622, -0.693], [0.739, 5.777, 0.388], [-1.541, 6.388, 1.164], [-3.412, 4.796, 0.815], [-3.020, 2.654, -0.338], [-2.938, -0.365, -2.302], [-4.720, -0.082, -3.985], [-4.844, 1.999, -5.326], [-3.168, 3.791, -4.969], [-1.405, 3.516, -3.283], [-5.942, -1.277, 1.366], [-5.599, -0.808, 2.760], [-4.586, 0.131, 2.955], [-4.242, 0.569, 4.222], [-4.879, 0.039, 5.340], [-4.497, 0.404, 6.659], [-3.266, 0.779, 7.141], [-3.153, 1.435, 8.166], [-2.164, 0.396, 6.408], [-2.029, -0.655, 5.474], [-2.698, -1.864, 5.597], [-2.549, -2.811, 4.600], [-1.744, -2.526, 3.510], [-1.080, -1.374, 3.404], [-1.208, -0.474, 4.373], [-5.903, -0.880, 5.163], [-6.263, -1.288, 3.883], [-6.441, -0.484, 0.801], [-6.604, -2.144, 1.391], [-5.033, -1.544, 0.820], [-4.045, 0.510, 2.092], [-3.452, 1.301, 4.347], [-5.232, 0.567, 7.324], [-1.345, 0.937, 6.628], [-3.331, -2.053, 6.456], [-3.065, -3.760, 4.656], [-1.632, -3.221, 2.689], [-0.654, 0.453, 4.259], [-6.404, -1.296, 6.032], [-7.057, -2.018, 3.763]],
  "mulliken_charge": [1.5428, -0.7562, -0.6110, 0.1230, 0.6092, -0.4478, -0.8034, -0.2433, -0.2548, -0.0755, 1.3780, 0.8512, -0.7238, -0.4059, 1.0554, -0.6527, -0.6563, 0.6353, 0.7057, -0.1498, 0.0610, -0.3807, -0.1974, -0.2756, 1.1077, -1.0377, -1.1914, -0.2600, 0.5977, -0.8146, 0.3560, 0.1706, 0.4589, 0.3521, 0.4282, 0.3922, 0.4501, -0.4759, 0.2598, -0.8233, 0.1293, 0.2122, -0.4307, -0.0120, 0.1825, -0.2163, -2.5496, 2.0969, 0.1916, 0.5268, 0.5806, -1.1531, -0.4390, -0.6293, -0.7052, 0.0116, -0.3135, -0.5853, -0.5061, -0.6790, 0.3876, 1.1378, 0.7171, -0.1581, -0.9703, -0.5044, -0.6753, -0.9395, 0.0752, 0.2467, -0.8734, -0.5630, -0.7914, -0.6062, 0.7233, 1.1376, -0.5944, -1.1689, 0.0791, 0.4344, 0.3830, 0.3842, 0.3626, 0.3626, 0.3906, 0.3803, 0.3970, 0.1343, 0.2005, 0.3817, 0.3583, 0.4524, 0.5920, 0.2428, 0.4689, 0.3700, 0.4166, 0.2729, -0.9557, 0.1379, -0.4036, 0.0657, -0.2531, -0.0838, 0.2378, -0.7199, -0.0352, -0.4196, -0.1180, -1.2638, -0.4836, 1.4084, -0.9999, -0.5448, -0.8591, 0.2892, 0.3100, -0.3486, 0.6844, 0.6902, 0.2523, 0.2584, 0.4450, 0.4529, 0.3853, 0.4795, 0.4157, 0.3213],
  "max_force_ev_per_a": 1.020,
  "charge": -1,
  "homo_ha": -0.2155,
  "relative_energy_kcal_mol": 0.00,
  "total_energy_ha": -12615.3700,
  "orbital_gap_ev": 7.74,
  "lumo_ev": 1.88
}